{
  "formula": "C21H24F4N5PdS",
  "method": "ωB97M-V with the def2-TZVPD basis set",
  "energy_ev": -54771.965,
  "de_lowest_ev": 0.0943,
  "spin_multiplicity": 5,
  "orbital_gap_ev": [7.548, 3.876],
  "charge": 3,
  "homo_ev": [-16.90, -16.89],
  "max_force_ev_per_a": 0.83,
  "elements": ["Pd", "C", "C", "N", "C", "C", "C", "C", "N", "C", "C", "F", "C", "F", "C", "C", "F", "C", "F", "H", "H", "H", "H", "H", "H", "H", "H", "H", "H", "H", "H", "H", "H", "H", "C", "N", "C", "C", "N", "C", "S", "C", "C", "C", "C", "C", "N", "H", "H", "H", "H", "H", "H", "H", "H", "H"],
  "positions_angstrom": [[0.269, -0.169, 0.171], [-1.291, -1.398, -2.743], [0.193, -1.645, -2.533], [0.954, -0.505, -1.938], [0.672, 0.753, -2.680], [1.431, 1.975, -2.190], [2.386, -0.862, -1.922], [3.241, -0.254, -0.813], [2.553, -0.226, 0.468], [3.220, -0.067, 1.622], [2.551, -0.198, 2.876], [1.279, -0.422, 2.907], [3.212, -0.117, 4.154], [2.481, -0.272, 5.197], [4.562, 0.110, 4.264], [5.256, 0.282, 3.088], [6.514, 0.523, 3.096], [4.618, 0.215, 1.789], [5.383, 0.462, 0.783], [-1.759, -2.346, -3.008], [-1.486, -0.708, -3.563], [-1.768, -1.023, -1.839], [0.644, -1.879, -3.504], [0.349, -2.507, -1.887], [-0.396, 0.936, -2.604], [0.898, 0.588, -3.740], [1.294, 2.139, -1.116], [1.048, 2.856, -2.705], [2.496, 1.924, -2.416], [2.836, -0.594, -2.882], [2.446, -1.946, -1.833], [3.561, 0.764, -1.057], [4.152, -0.849, -0.761], [5.053, 0.161, 5.230], [-3.757, -3.599, 0.816], [-3.884, -2.154, 0.605], [-5.058, -1.491, 0.305], [-4.762, -0.195, 0.156], [-3.386, -0.057, 0.375], [-2.868, -1.288, 0.654], [-1.283, -1.819, 1.024], [-2.722, 1.196, 0.417], [-3.442, 2.364, 0.205], [-2.803, 3.580, 0.345], [-1.466, 3.613, 0.717], [-0.819, 2.411, 0.873], [-1.420, 1.214, 0.700], [-4.737, -4.050, 0.709], [-3.379, -3.804, 1.815], [-3.080, -4.025, 0.078], [-6.008, -1.989, 0.217], [-5.420, 0.618, -0.080], [-4.488, 2.346, -0.053], [-3.353, 4.497, 0.178], [-0.941, 4.544, 0.874], [0.224, 2.386, 1.160]]
}


{
  "formula": "CH11N2O3",
  "method": "ωB97M-V with the def2-TZVPD basis set",
  "energy_ev": -10332.773,
  "de_lowest_ev": 0.5690,
  "spin_multiplicity": 1,
  "orbital_gap_ev": 12.078,
  "charge": 1,
  "homo_ev": -14.88,
  "max_force_ev_per_a": 1.20,
  "elements": ["N", "C", "N", "H", "H", "H", "H", "H", "H", "H", "O", "H", "H", "O", "H", "H", "O"],
  "positions_angstrom": [[0.163, 0.111, 0.037], [-0.992, -0.497, 0.114], [-1.815, -0.545, -0.912], [0.522, 0.416, -0.856], [0.732, 0.113, 0.848], [-1.174, -0.974, 1.071], [-2.701, -1.002, -0.781], [-1.424, -0.274, -1.807], [0.966, -2.781, 2.057], [0.850, -2.179, 3.403], [0.885, -1.914, 2.474], [0.872, 0.612, -3.400], [-0.501, 0.518, -3.926], [0.040, 0.155, -3.208], [1.121, 3.004, 2.283], [1.978, 2.793, 1.039], [1.160, 2.506, 1.457]]
}


{
  "formula": "C44H36BN4O7P2W",
  "method": "ωB97M-V with the def2-TZVPD basis set",
  "energy_ev": -87588.549,
  "de_lowest_ev": 0.0000,
  "spin_multiplicity": 1,
  "orbital_gap_ev": 6.355,
  "charge": -1,
  "homo_ev": -4.39,
  "max_force_ev_per_a": 0.11,
  "elements": ["W", "O", "C", "C", "C", "N", "C", "C", "C", "O", "O", "C", "O", "O", "H", "H", "H", "C", "N", "P", "C", "C", "C", "C", "C", "C", "C", "C", "C", "C", "C", "C", "P", "C", "C", "C", "C", "C", "C", "C", "C", "C", "C", "C", "C", "H", "H", "H", "H", "H", "H", "H", "H", "H", "H", "H", "H", "H", "H", "H", "H", "H", "H", "H", "H", "H", "H", "H", "C", "O", "C", "O", "H", "H", "H", "B", "C", "N", "H", "H", "H", "N", "C", "C", "C", "C", "C", "C", "C", "C", "C", "H", "H", "H", "H"],
  "positions_angstrom": [[-1.150, -0.426, -0.219], [-4.859, 0.020, -5.210], [-4.025, -0.036, -4.140], [-2.656, 0.183, -4.248], [-1.888, 0.090, -3.108], [-2.416, -0.225, -1.925], [-3.742, -0.343, -1.802], [-4.584, -0.268, -2.888], [-4.196, -0.377, -0.362], [-5.373, -0.456, -0.076], [-3.204, -0.233, 0.462], [-0.446, 0.499, -3.004], [0.211, 0.822, -3.974], [-0.069, 0.548, -1.765], [-4.343, 0.186, -6.007], [-2.173, 0.456, -5.178], [-5.652, -0.360, -2.746], [1.186, 3.341, 0.919], [0.488, 2.123, 0.542], [1.008, 0.497, 0.875], [1.283, 0.590, 2.671], [2.336, 1.349, 3.176], [2.479, 1.527, 4.545], [1.568, 0.952, 5.417], [0.519, 0.192, 4.918], [0.376, 0.009, 3.552], [2.654, 0.452, 0.105], [2.835, 1.090, -1.122], [4.058, 1.024, -1.772], [5.110, 0.319, -1.205], [4.934, -0.320, 0.015], [3.712, -0.260, 0.668], [-1.179, 2.009, 0.326], [-1.637, 3.161, -0.994], [-2.984, 3.498, -1.137], [-3.417, 4.189, -2.258], [-2.508, 4.547, -3.247], [-1.169, 4.210, -3.113], [-0.734, 3.515, -1.994], [-1.986, 2.683, 1.804], [-2.035, 4.054, 2.055], [-2.558, 4.526, 3.248], [-3.040, 3.630, 4.195], [-3.005, 2.267, 3.946], [-2.480, 1.790, 2.753], [2.244, 3.250, 0.669], [1.094, 3.552, 1.989], [0.780, 4.186, 0.359], [3.062, 1.788, 2.503], [3.308, 2.110, 4.928], [1.681, 1.085, 6.486], [-0.183, -0.278, 5.595], [-0.415, -0.618, 3.168], [2.009, 1.610, -1.585], [4.178, 1.511, -2.731], [6.061, 0.256, -1.718], [5.744, -0.886, 0.455], [3.566, -0.793, 1.595], [-3.698, 3.209, -0.373], [-4.464, 4.440, -2.364], [-2.848, 5.080, -4.126], [-0.461, 4.467, -3.890], [0.302, 3.215, -1.910], [-1.669, 4.752, 1.312], [-2.590, 5.591, 3.441], [-3.449, 3.999, 5.127], [-3.389, 1.569, 4.678], [-2.466, 0.728, 2.545], [-2.266, -4.263, 1.577], [-2.277, -3.447, 0.373], [-1.761, -2.270, 0.498], [-1.342, -1.764, 1.549], [-2.736, -5.197, 1.288], [-2.840, -3.764, 2.356], [-1.241, -4.426, 1.902], [1.293, -4.719, 2.586], [1.504, -3.224, 2.091], [1.659, -2.140, 1.722], [0.849, -5.373, 1.654], [0.493, -4.702, 3.506], [2.364, -5.163, 2.948], [6.044, -6.640, -3.556], [5.172, -5.975, -3.207], [4.087, -5.138, -2.777], [3.703, -4.048, -3.558], [2.658, -3.244, -3.149], [1.980, -3.510, -1.953], [2.378, -4.602, -1.170], [3.420, -5.410, -1.581], [0.922, -2.663, -1.512], [0.109, -1.913, -1.010], [4.228, -3.839, -4.481], [2.355, -2.391, -3.743], [1.871, -4.797, -0.234], [3.729, -6.249, -0.972]]
}


{
  "formula": "C5H10O2",
  "method": "ωB97M-V with the def2-TZVPD basis set",
  "energy_ev": -9437.351,
  "de_lowest_ev": 5.6925,
  "spin_multiplicity": 1,
  "orbital_gap_ev": 8.360,
  "charge": 0,
  "homo_ev": -7.79,
  "max_force_ev_per_a": 0.97,
  "elements": ["C", "C", "C", "O", "H", "H", "H", "H", "H", "H", "C", "C", "O", "H", "H", "H", "H"],
  "positions_angstrom": [[0.187, -1.620, -1.257], [0.371, -0.912, 0.065], [1.320, 0.144, 0.209], [0.280, -1.737, 1.190], [-0.496, -2.303, 1.107], [0.951, -2.392, -1.391], [-0.794, -2.100, -1.310], [0.257, -0.912, -2.084], [1.931, 0.092, 1.105], [1.904, 0.380, -0.676], [-0.786, 1.897, 0.510], [-1.581, 0.936, 0.302], [-0.776, 3.222, 0.719], [0.129, 3.529, 0.846], [0.568, 1.189, 0.386], [-2.618, 0.693, 0.161], [-0.845, -0.105, 0.118]]
}


{
  "formula": "C17H21BrCl2O4Pb",
  "method": "ωB97M-V with the def2-TZVPD basis set",
  "energy_ev": -126495.797,
  "de_lowest_ev": 0.0000,
  "spin_multiplicity": 1,
  "orbital_gap_ev": [5.400, 5.214],
  "charge": -2,
  "homo_ev": [-1.13, -0.93],
  "max_force_ev_per_a": 3.42,
  "elements": ["C", "C", "C", "C", "C", "C", "C", "C", "C", "C", "Pb", "Cl", "Cl", "O", "H", "H", "H", "H", "H", "H", "H", "H", "H", "H", "H", "H", "H", "H", "H", "H", "O", "H", "Br", "C", "C", "C", "C", "C", "C", "C", "O", "O", "H", "H", "H", "H"],
  "positions_angstrom": [[0.132, -1.514, -3.026], [0.996, -0.388, -3.195], [0.191, 0.791, -3.157], [2.454, -0.435, -3.359], [-1.170, 0.388, -3.019], [-1.204, -1.033, -2.924], [-2.395, -1.882, -2.743], [0.544, -2.929, -2.969], [0.675, 2.177, -3.179], [-2.329, 1.297, -2.993], [0.143, -1.177, 0.673], [3.125, 1.757, -0.780], [2.415, -2.061, 0.103], [-1.060, 0.401, -0.043], [2.842, -1.430, -3.131], [2.934, 0.262, -2.647], [2.748, -0.152, -4.380], [1.576, 2.270, -2.539], [-0.073, 2.859, -2.762], [0.964, 2.514, -4.185], [-2.096, 2.198, -2.414], [-3.193, 0.808, -2.535], [-2.618, 1.623, -4.005], [-3.258, -1.288, -2.425], [-2.224, -2.648, -1.974], [-2.650, -2.372, -3.697], [1.548, -3.025, -2.544], [0.557, -3.358, -3.982], [-0.131, -3.525, -2.343], [-1.056, 1.159, 0.576], [-1.185, -2.813, 0.267], [-2.024, -2.791, 0.755], [-0.195, 3.232, 3.379], [0.157, 2.053, 4.805], [0.123, 2.531, 6.121], [0.313, 1.647, 7.193], [0.542, 0.283, 6.946], [0.568, -0.194, 5.628], [0.400, 0.688, 4.551], [0.456, 0.193, 3.131], [-0.336, -0.818, 2.876], [1.200, 0.722, 2.282], [-0.070, 3.591, 6.284], [0.267, 2.051, 8.206], [0.686, -0.410, 7.779], [0.712, -1.252, 5.393]]
}